[1]
Computed, not measured: a structure of composition C35H27CaN5O3S, with the ωB97M-V functional and the def2-TZVPD basis.

Calculated values
* LUMO: 4.2 eV
* HOMO: -0.2 eV
* 2S+1: 1
* net charge: -2
* max |F|: 0.464 eV/Å

```
72
Properties=species:S:1:pos:R:3:forces:R:3:lowdin_charge:R:1
Ca -1.307902 0.389964 0.677149 -0.4 0.0 -0.1 0.8610
S -3.737333 -0.473537 0.211008 0.1 0.0 0.0 -0.6472
O 0.953234 1.631169 -0.663557 0.0 0.0 0.1 -0.1346
O 3.742122 3.328829 5.314400 0.0 0.0 0.0 -0.0620
O 3.829990 1.188337 6.036453 0.1 0.0 0.0 -0.0591
N -0.971474 -1.282670 2.558131 0.1 0.0 0.0 0.0353
N -1.555141 1.712338 -1.706742 0.0 0.0 0.0 0.0715
N 0.220679 1.079521 2.595958 0.1 0.1 0.1 0.0900
N -1.228956 2.923598 1.320365 0.1 0.0 0.1 0.0620
N 0.379228 -0.925169 -0.349162 0.3 -0.1 0.1 -0.0222
C 0.865274 -3.277635 -0.712979 0.0 0.0 0.0 -0.1518
C -2.812951 1.707084 -2.170800 -0.1 0.0 -0.1 -0.1869
C 1.592616 -5.815157 0.215221 0.0 0.0 0.0 -0.1203
C -1.614534 -2.439630 2.445030 -0.1 -0.1 0.0 -0.1353
C 0.974445 -5.673565 -1.018420 0.0 0.0 0.0 -0.1071
C -3.164518 2.322991 -3.362138 0.1 0.0 0.0 -0.0784
C 1.049640 -1.892839 -3.616106 0.0 0.0 0.0 -0.0617
C -1.179637 -3.592240 3.085465 0.1 0.0 0.1 -0.0617
C -1.156998 -1.220239 -2.939497 0.0 0.0 0.1 -0.0323
C -0.513863 -1.093875 -5.259850 0.0 0.0 0.0 -0.1196
C -1.946633 3.774224 0.597237 -0.1 0.0 -0.1 -0.1342
C 1.692209 2.704423 3.530341 0.0 0.1 0.0 0.0473
C -1.465015 -0.925117 -4.259211 0.0 0.0 -0.1 -0.0880
C -0.283965 5.461542 0.774168 -0.1 0.0 0.0 -0.0754
C 0.628447 -2.309048 3.984588 0.1 0.1 0.0 -0.0273
C 0.670714 2.331731 2.667770 0.0 0.0 0.0 -0.1974
C 0.753060 0.155694 3.396974 0.0 0.0 0.0 -0.1838
C 3.409085 2.128046 5.335774 -0.1 0.0 0.1 -0.6975
C -2.176777 2.955602 -4.105080 0.0 0.0 0.0 -0.0951
C 2.271758 1.749945 4.351274 0.0 -0.1 0.0 -0.0898
C 0.617476 -4.412126 -1.480598 0.0 0.0 0.0 -0.0400
C 0.746282 -1.579636 -4.935225 0.0 0.0 0.0 -0.1168
C 1.782255 0.454791 4.282966 0.0 0.0 0.0 0.0509
C -0.035123 -3.518067 3.864361 -0.1 0.0 -0.1 -0.0911
C 1.480657 -3.433098 0.526966 0.0 0.0 0.0 -0.0411
C -0.047823 3.316689 1.808742 -0.1 0.0 -0.1 -0.2100
C 0.126402 -1.198939 3.311531 -0.1 -0.1 0.0 -0.2181
C 0.460259 4.585267 1.541221 0.1 0.0 0.1 -0.0146
C 0.460843 -1.884715 -1.145449 -0.2 0.1 -0.1 -0.3671
C -1.524846 5.059873 0.297811 0.1 0.0 0.1 -0.0667
C -0.878619 2.943032 -3.632182 0.0 0.0 0.0 -0.0475
C -0.608715 2.306462 -2.422686 0.0 0.0 0.0 -0.2616
C 0.109758 -1.698356 -2.606377 0.1 -0.1 -0.1 -0.1850
C 0.813298 2.255389 -1.896598 0.0 0.0 0.0 -0.2280
C 1.844584 -4.685774 0.988176 0.0 0.0 0.0 -0.1010
H 1.433923 1.773031 -2.668285 0.0 0.0 0.0 0.1223
H 1.494219 -1.712113 -5.709608 0.0 0.0 0.0 0.0852
H 2.318699 -4.786947 1.957705 0.0 0.0 0.0 0.0931
H -0.750195 -0.845987 -6.288565 0.0 0.0 0.0 0.0845
H 1.645545 -2.537300 1.114174 0.0 0.0 0.0 0.1001
H 0.763362 -6.549676 -1.621349 0.0 0.0 0.0 0.0886
H 1.432305 4.869831 1.918471 0.0 0.0 0.0 0.1072
H 1.526501 -2.232185 4.581227 0.0 0.0 0.0 0.1021
H 1.179758 3.284286 -1.794945 0.0 0.0 0.0 0.1172
H -4.191584 2.293242 -3.702234 0.0 0.0 0.0 0.0947
H -2.413875 3.441212 -5.045657 0.0 0.0 0.0 0.0926
H -0.072551 3.406733 -4.189546 0.0 0.0 0.0 0.1048
H -2.450705 -0.547078 -4.503532 0.0 0.0 0.0 0.0972
H -2.895695 3.394585 0.233433 0.0 0.0 0.0 0.1083
H 0.346226 -4.398517 4.368298 0.0 0.0 0.0 0.0984
H 2.050221 3.721149 3.616090 0.0 0.0 0.0 0.1078
H -3.520913 1.149570 -1.543701 0.0 0.0 0.0 -0.0538
H -2.498063 -2.408775 1.807020 0.0 0.1 0.0 0.0277
H -2.140317 5.714983 -0.303563 0.0 0.0 0.0 0.0956
H 0.099928 6.448954 0.547028 0.0 0.0 0.0 0.0987
H 1.872423 -6.798395 0.575793 0.0 0.0 0.0 0.0855
H -1.717802 -4.522050 2.962203 0.0 0.0 0.0 0.0975
H 2.218632 -0.277440 4.947339 0.0 0.0 0.0 0.1061
H 2.031427 -2.278217 -3.360394 0.0 0.0 0.0 0.1099
H -1.893991 -1.070297 -2.149270 0.0 0.0 0.0 0.0649
H 0.126063 -4.308705 -2.440522 0.0 0.0 0.0 0.1076
H 0.742966 0.640995 -0.744035 0.0 0.0 0.0 -0.0045
```
Forces are in eV/Å.

=====

[2]
Computed, not measured: a structure of composition C35H27F5INO3PS2Sn, with the ωB97M-V functional and the def2-TZVPD basis.

Calculated values
* LUMO: 2.1 eV
* HOMO: -4.5 eV
* 2S+1: 1
* net charge: -1
* max |F|: 0.700 eV/Å

```
76
Properties=species:S:1:pos:R:3:forces:R:3:lowdin_charge:R:1
I 6.885539 -0.955735 -7.026633 -0.2 0.1 0.2 0.7826
Sn 0.511719 0.498258 -0.412418 0.3 -0.3 -0.3 1.1301
S -1.806775 -3.721685 1.692146 0.0 0.1 0.0 1.0822
S -1.044832 2.189940 -1.782057 0.4 0.2 -0.1 0.5824
P -2.218094 1.829610 2.777312 -0.3 0.3 0.3 0.5290
F -6.783991 0.814243 -2.104044 -0.1 0.0 0.0 0.1021
F -5.686523 2.683631 -3.759465 0.0 0.1 -0.1 0.1036
F -5.188159 -0.473556 -0.312938 0.0 0.0 0.0 0.0982
F -2.598421 0.123165 -0.116681 0.0 0.0 0.2 0.0423
F -3.075097 3.239471 -3.637279 0.0 0.1 -0.1 0.0709
O 2.525360 2.244840 -2.452487 0.0 -0.1 -0.1 0.0025
O -0.925015 1.600351 2.094129 0.1 -0.2 0.0 -0.4415
O 2.001050 0.084893 -2.118711 -0.3 0.0 0.1 -0.2394
N -0.214578 -1.701843 1.504509 0.2 0.3 -0.3 0.0786
C 4.082940 -0.525693 0.948572 0.1 0.0 0.0 -0.0986
C 5.478779 -0.290210 -5.597959 0.2 -0.1 -0.2 -0.7266
C -4.658832 0.444664 -1.137299 -0.1 0.0 0.1 -0.1510
C -0.491216 -1.333364 -1.403627 0.0 -0.2 0.5 -0.2447
C 2.635634 1.041683 -2.680904 0.1 0.2 0.0 -0.6572
C 4.215967 -0.684618 -3.615799 -0.1 0.0 0.0 -0.0275
C -0.697563 -2.792797 5.476702 0.0 -0.1 0.0 -0.1064
C -3.315276 0.755559 -1.055198 0.1 0.2 -0.1 -0.2460
C -1.660126 -3.561064 -2.723842 0.0 -0.1 -0.1 -0.1019
C 3.606485 -0.266516 2.226125 0.0 0.0 0.0 -0.1170
C -0.999203 -2.443913 -0.686896 0.0 0.2 -0.7 -0.2703
C -1.585884 -3.530916 -1.347009 0.1 0.1 0.2 -0.0853
C -1.138163 -3.078728 3.157851 0.0 0.1 -0.2 -0.4836
C -4.911457 2.045844 -2.873085 0.0 -0.1 0.1 -0.1544
C -1.158029 -2.490320 -3.449848 -0.1 0.0 0.0 -0.0889
C -3.562897 2.327116 -2.791420 0.2 -0.1 0.2 -0.2510
C 4.907596 0.962504 -5.741205 0.0 0.0 0.0 -0.1574
C -3.355333 0.410537 2.877637 0.1 0.2 -0.1 -0.1504
C 0.322570 -1.289891 3.874195 0.0 0.1 0.0 -0.0172
C -0.916312 -2.488906 0.769891 -0.1 -0.2 0.5 -0.5081
C 3.640683 0.577447 -3.726263 0.0 -0.1 0.1 -0.1241
C -3.155023 3.197616 2.032742 0.1 -0.3 0.1 -0.1628
C -2.006915 2.303134 4.524762 0.0 0.0 -0.3 -0.1850
C -0.309792 -1.984904 2.845296 -0.3 -0.3 0.2 -0.3174
C 0.121322 -1.699819 5.178548 0.0 0.1 0.0 -0.0952
C -2.699943 1.710705 -1.868285 -0.5 -0.2 -0.2 -0.5617
C 3.994149 1.395348 -4.790405 0.0 0.1 0.1 -0.0166
C -0.595039 -1.407890 -2.793211 0.1 0.3 0.0 -0.1305
C -1.335980 -3.493372 4.468526 0.0 0.0 0.1 -0.1047
C 4.093737 1.830972 0.471326 0.1 0.0 0.0 -0.0960
C 4.337294 0.523617 0.077351 0.0 0.0 0.0 -0.1052
C 3.379575 1.042292 2.627013 0.0 0.0 0.0 -0.1153
C 5.149192 -1.123928 -4.542938 0.0 0.0 0.0 -0.1559
C 3.613894 2.089072 1.747450 0.1 0.0 0.0 -0.0979
C -5.476031 1.094405 -2.040997 0.2 0.0 0.0 -0.1555
H 0.604696 -1.167575 5.989064 0.0 0.0 0.0 0.0974
H -3.883430 0.425953 3.831527 0.0 0.0 0.0 0.0480
H 4.271258 2.643858 -0.219902 -0.1 0.0 0.0 0.1049
H 3.417096 -1.083818 2.912045 0.0 0.0 0.0 0.0943
H -3.196703 3.015041 0.957032 0.0 0.0 0.0 0.0415
H 3.909766 -1.318121 -2.793661 0.0 0.0 0.0 0.1155
H -1.568933 1.458347 5.056943 0.0 0.0 0.0 0.0407
H -0.211325 -0.581348 -3.382623 0.0 0.0 0.0 0.0878
H -4.161652 3.286365 2.442159 0.0 0.0 0.0 0.0497
H 5.172214 1.588994 -6.582232 0.0 0.0 0.0 0.0865
H -0.835106 -3.096174 6.507082 0.0 0.0 0.0 0.0951
H 3.543441 2.376768 -4.866421 0.0 0.0 0.0 0.1193
H -4.080101 0.417186 2.067110 0.0 0.0 -0.1 0.0362
H -1.972383 -4.340158 4.691671 0.0 0.0 0.0 0.1016
H 4.720232 0.326991 -0.915171 0.0 0.0 0.0 0.0953
H 4.264126 -1.547273 0.636837 0.0 0.0 0.0 0.1020
H 0.934360 -0.435815 3.621578 0.0 0.1 0.0 0.0998
H -2.763323 -0.500391 2.801119 0.0 -0.1 0.0 0.0405
H 3.019546 1.248343 3.628356 0.0 0.0 0.0 0.0949
H -2.093387 -4.415607 -3.228825 0.0 0.0 0.0 0.0944
H -2.599851 4.120332 2.201304 0.0 0.0 0.0 0.0527
H -1.210707 -2.503222 -4.532606 0.0 0.0 0.0 0.0974
H -2.961213 2.570115 4.980796 0.0 0.0 0.0 0.0450
H 5.603319 -2.101207 -4.450460 0.0 0.0 0.0 0.0872
H 3.433057 3.109656 2.060742 -0.1 0.0 0.0 0.1000
H -1.320288 3.148442 4.573667 0.0 0.0 0.0 0.0485
H -1.967726 -4.366925 -0.770314 0.0 0.0 -0.1 0.0676
```
Forces are in eV/Å.

=====

[3]
Computed, not measured: a structure of composition C35H27N11OSW, with the ωB97M-V functional and the def2-TZVPD basis.

Calculated values
* LUMO (spin up / spin down): -6.4 / -6.8 eV
* HOMO (spin up / spin down): -13.0 / -13.4 eV
* 2S+1: 3
* net charge: +2
* expectation value of S²: 2.018
* max |F|: 4.430 eV/Å

```
76
Properties=species:S:1:pos:R:3:forces:R:3:mulliken_spin:R:1
W -0.608567 0.045657 0.470770 -0.1 1.0 -0.4 1.4142
S -3.034162 -2.274011 2.584893 -0.3 -0.6 -0.2 0.0109
O 0.005811 1.949607 0.135706 0.0 -0.8 -0.1 0.1004
N -1.701440 -1.057468 4.454090 -1.1 0.3 1.5 -0.0045
N 6.383717 -2.503139 -4.784044 -1.0 0.0 0.0 0.0023
N -2.282900 -1.209249 -0.157249 0.1 -0.6 0.8 0.0409
N 0.630606 -0.709685 3.258982 -2.1 0.1 0.3 0.0040
N -1.448027 1.419661 -4.369184 -0.4 0.6 -0.9 0.0013
N 0.810262 -0.846847 -0.861264 -0.4 -1.7 3.8 -0.0551
N -1.144510 0.682631 -1.690903 -0.7 0.1 -2.5 -0.0038
N 1.386265 -3.636471 2.978001 -0.7 0.0 0.5 -0.0069
N -2.332457 1.161622 1.290433 -1.0 0.3 -0.5 0.0348
N -0.133568 -1.844141 1.372941 0.1 -0.1 -0.3 -0.0372
N 0.518820 0.339032 2.283588 -0.4 -1.0 -0.2 0.0298
C -4.754749 -1.305914 -0.064462 0.0 0.8 0.0 0.0056
C 2.880638 -1.817167 -2.311508 0.9 0.1 -0.8 0.0138
C 2.078105 -0.782024 -2.806027 0.5 -0.6 -0.5 -0.0113
C 0.995863 -0.408075 -2.048250 -1.0 2.1 -3.8 0.0365
C -0.382079 0.796769 -3.973930 1.1 -0.4 1.3 -0.0013
C -6.030907 -0.763799 0.331980 1.7 1.5 0.3 -0.0068
C 0.885194 2.813268 0.614892 -1.1 -0.2 -0.5 0.0091
C 2.631350 -2.339517 -1.031945 1.3 -0.6 -1.1 -0.0093
C 2.868382 4.553871 1.511864 -0.8 0.8 -1.2 0.0102
C 1.279456 1.327467 2.533975 1.8 1.3 0.1 0.0343
C 1.591750 -1.839543 -0.319975 -1.1 0.2 0.7 -0.0127
C 0.347081 -3.056777 3.464417 1.0 -0.9 -1.2 0.0250
C 5.288687 -2.271251 -2.656908 3.1 0.1 1.9 0.0036
C 1.865788 -3.170131 1.776426 -0.2 1.3 -0.9 0.0293
C 1.121916 -2.319467 1.007692 0.4 0.0 -0.6 0.0453
C -3.579421 3.072554 2.163460 0.2 -1.4 -0.4 -0.0090
C 6.444675 -2.363723 -3.465871 -1.0 -0.6 -0.9 -0.0009
C 5.133301 -2.563722 -5.320489 1.0 0.4 0.6 -0.0007
C -0.175636 0.421398 -2.619075 0.1 0.0 1.2 0.0365
C -3.552378 0.567115 0.962842 0.8 -1.2 -0.4 0.0369
C 2.539664 3.443462 2.199679 1.1 -1.8 1.9 0.0020
C -0.247430 -1.833896 2.821237 0.2 0.8 -1.2 0.0554
C 2.019276 4.872223 0.397618 0.8 1.0 0.8 0.0055
C -4.758325 2.393137 1.927988 -0.6 0.1 0.4 0.0275
C 3.980572 -2.460238 -4.566154 -0.2 0.7 -0.4 0.0043
C -2.376384 2.404238 1.781446 -0.1 0.0 0.4 0.0459
C -3.568869 -0.674870 0.251330 -0.7 0.7 -0.3 -0.0152
C 1.014695 4.073367 -0.005936 -0.4 -1.5 -0.5 0.0047
C -4.773900 1.127013 1.276350 -0.9 0.6 0.6 -0.0061
C -1.691389 -1.688400 3.279677 1.2 0.9 1.3 0.0200
C -6.021590 0.467804 0.993689 0.0 -0.3 -0.5 0.0082
C 1.592283 2.496215 1.760699 -0.7 0.5 0.0 0.0430
C 4.049864 -2.260970 -3.171090 -1.7 0.3 -0.8 0.0001
C -2.289688 1.280132 -2.190731 1.7 -0.7 0.2 0.0049
C -2.411006 1.693496 -3.508825 1.7 -1.7 1.3 0.0028
H -6.931416 -1.243757 0.021721 -0.4 -0.3 0.0 0.0000
H -2.114549 -2.060882 0.423494 -0.1 0.2 -0.4 0.0107
H -3.109236 1.301405 -1.533414 -0.8 0.4 0.9 0.0000
H 2.316809 -0.322790 -3.771249 -0.3 -0.3 0.4 0.0006
H -0.154055 -3.487147 4.290430 -0.3 -0.4 0.9 0.0018
H 2.834340 -3.464824 1.398511 0.0 -0.3 0.4 0.0016
H -2.199611 -1.427455 -1.146207 -0.4 -0.1 0.0 0.0041
H 1.520839 -1.152240 3.260933 1.4 0.3 -0.3 0.0006
H -5.762869 2.711903 2.254944 0.8 0.4 -0.1 0.0000
H -6.938159 1.048332 1.261911 0.7 -0.9 -0.3 -0.0001
H 3.690303 5.186342 1.812915 -0.2 0.1 0.0 0.0008
H -4.661286 -2.184232 -0.697078 -0.4 -0.1 0.3 0.0002
H 3.088013 -2.348950 -5.163420 -0.5 -0.3 0.4 0.0000
H -1.423707 2.925491 1.934332 -0.3 -0.4 0.0 0.0072
H -2.638785 -0.995326 4.909314 1.4 0.0 -0.3 0.0006
H 3.290438 -3.141501 -0.671836 -0.6 0.4 -0.1 0.0023
H -0.836839 -0.841063 4.996799 -1.1 -0.1 -0.9 0.0003
H 7.444192 -2.357412 -3.074230 0.2 0.1 0.5 0.0001
H -3.278052 2.059455 -3.929075 -1.9 1.1 -0.4 0.0006
H 0.332591 0.607180 -4.752051 0.5 -0.3 0.0 0.0001
H 3.067072 3.122440 3.128595 -0.2 0.7 -0.8 -0.0001
H 5.515161 -2.137373 -1.584402 -0.5 0.0 -0.5 0.0000
H -3.494467 4.016719 2.685291 -0.2 0.0 -0.2 0.0013
H 1.885262 1.209659 3.414661 0.2 0.1 0.6 -0.0018
H 0.408977 4.342513 -0.878324 0.1 -0.3 0.5 0.0005
H 2.016833 5.803437 -0.146205 0.9 0.4 0.2 0.0006
H 5.087562 -2.571167 -6.409208 0.0 -0.3 0.3 0.0000
```
Forces are in eV/Å.

=====

In the order shown, the computed ΔE to the lowest compared entry with this formula, charge and spin values come out to 0.000, 0.377, 2.221 eV.